(1)
DFT (ωB97M-V with the def2-TZVPD basis set) results for 2 unconnected molecules or ions with the total composition C4H9NO in a non-equilibrium geometry.

The strongest force on any atom comes out at 4.3 eV/A. As for the SMILES: C=C/C=C/N.O. Its net charge is 0. As for the highest occupied orbital energy: -7.88 eV. Its lowest unoccupied orbital energy is 0.577 eV. The energy relative to the best compared isomer or geometry (same formula, charge and spin) is 77.86 kcal per mole. The HOMO-LUMO gap is 8.5 eV.

Geometry (Å):
H1 2.5781 1.3304 -0.9918
H2 0.3636 1.9588 -0.2080
O1 -4.4422 -0.7386 1.3804
H3 3.3594 -1.6461 -0.7657
H4 -1.9697 0.7884 -0.3284
H5 -1.3224 -0.3348 0.8147
C1 0.2098 0.8576 -0.0761
H6 -5.0314 -1.4503 1.1446
C2 1.1586 -0.1149 -0.2550
H7 4.1390 -0.1840 -1.8388
C3 3.5010 -0.5087 -1.0056
N1 -1.1306 0.5834 0.2506
H8 -3.5644 -0.8928 0.9420
C4 2.4700 0.2992 -0.6427
H9 0.8640 -0.9439 0.3107

(2)
DFT (ωB97M-V with the def2-TZVPD basis set) results for 7 unconnected molecules or ions with the total composition C28H73N3O10 in a non-equilibrium geometry.

The strongest force on any atom comes out at 3.2 eV/A. As for the SMILES: COCCNCCOC.COCCNCCOC.COCCNCCOC.CC(C)O.CC(C)O.CC(C)O.CO. Its net charge is 0. As for the highest occupied orbital energy: -8.55 eV. Its lowest unoccupied orbital energy is 0.628 eV. The energy relative to the best compared isomer or geometry (same formula, charge and spin) is 43.49 kcal per mole. The HOMO-LUMO gap is 9.2 eV.

Geometry (Å):
H1 30.9148 -12.0496 -11.6830
C1 29.1863 -11.0140 -12.3484
H2 21.8608 -13.2623 -11.7954
H3 28.4834 -8.1161 -3.8960
N1 27.9999 -10.4687 -11.7716
C2 31.4624 -9.5796 -11.0193
H4 25.4630 -14.7013 -6.7509
H5 26.4823 -10.2426 -7.4693
H6 31.1815 -14.3408 -10.0393
H7 25.2411 -10.1263 -11.9527
H8 31.9666 -12.8430 -1.6696
H9 25.5071 -17.1844 -6.5968
C3 27.1824 -18.0637 -10.6667
H10 28.6522 -6.6192 -8.2625
H11 27.6803 -7.8080 -5.4862
H12 32.8262 -14.0804 -4.8076
C4 27.1283 -9.9102 -12.8259
H13 23.8079 -14.2321 -7.0361
H14 25.6978 -12.4323 -8.4893
C5 26.7040 -12.0528 -8.6673
H15 22.4778 -11.8402 -9.0902
C6 27.6663 -12.8752 -7.8852
H16 26.7171 -10.6746 -13.4852
C7 32.2703 -13.2117 -4.4549
H17 25.1495 -7.6438 -9.6453
C8 31.1206 -12.9067 -2.3540
H18 30.6204 -8.7547 -5.0323
C9 22.4198 -13.8563 -11.0724
H19 30.0717 -10.9733 -7.1022
H20 27.6221 -13.9198 -8.1933
H21 27.5741 -9.1391 -13.4542
C10 30.1040 -11.4936 -11.2123
H22 30.2853 -11.3704 -4.7144
H23 31.0107 -17.4666 -7.4650
C11 30.4077 -16.6224 -7.7995
H24 26.5400 -18.5569 -11.3962
C12 29.9796 -9.2068 -5.7893
C13 29.1036 -17.3396 -8.3203
H25 22.6956 -14.7259 -11.6689
H26 27.0377 -15.3198 -10.2681
H27 30.2631 -14.1237 -8.4768
H28 25.3238 -15.4527 -9.7106
H29 24.1652 -17.0243 -7.7151
H30 33.0245 -12.5494 -4.0298
H31 22.2784 -15.8449 -6.3916
H32 29.5685 -12.2290 -10.6119
H33 23.9864 -18.0989 -6.3162
H34 27.8794 -17.3992 -11.1774
H35 27.0485 -6.3511 -8.9060
H36 27.0043 -8.9236 -4.3042
H37 24.2835 -8.9939 -10.3876
H38 32.5485 -12.4047 -6.4239
H39 27.3986 -12.8742 -6.8286
H40 24.0291 -13.6246 -9.6520
H41 24.5077 -16.2834 -4.7409
C14 24.0247 -16.0531 -5.6905
C15 27.9843 -18.9965 -9.6590
N2 31.0801 -11.2827 -5.3314
H42 32.3308 -10.1059 -11.4153
H43 30.8980 -11.9166 -2.7519
C16 25.8420 -9.2915 -12.3133
H44 27.2557 -19.1451 -8.8620
C17 30.7503 -10.4330 -6.4422
O1 30.5610 -10.5163 -10.3330
H45 31.6514 -8.8183 -10.2625
H46 28.5837 -16.5961 -8.9246
H47 24.4938 -13.9373 -5.5639
O2 31.1580 -15.9959 -8.7983
C18 26.1236 -15.9132 -10.2905
C19 24.4194 -17.1611 -6.6640
H48 27.7156 -10.2106 -8.7957
O3 26.8021 -12.2626 -10.0060
H49 29.6195 -14.9998 -9.8625
O4 28.6664 -9.6124 -5.2908
N3 29.2345 -18.5574 -9.0846
H50 27.2835 -11.5892 -10.4922
C20 30.5270 -14.7939 -9.2948
C21 27.8766 -7.0595 -8.8892
H51 29.6529 -19.2412 -8.4703
C22 23.0871 -11.6924 -9.9818
C23 24.4632 -14.7242 -6.3174
O5 28.3319 -7.3985 -10.2116
H52 28.4120 -17.4599 -7.4865
H53 27.5624 -7.7172 -10.6889
C24 23.5934 -13.0512 -10.4703
C25 31.7047 -12.5425 -5.7478
H54 28.7109 -12.5690 -7.8287
C26 24.8632 -8.0945 -10.5955
H55 27.4752 -7.9387 -8.3851
O6 26.3063 -17.2740 -9.8883
H56 25.3788 -12.7745 -10.9811
H57 31.5863 -10.0456 -7.0245
H58 23.8833 -11.0121 -9.6794
H59 30.2784 -15.9380 -6.9611
O7 24.5553 -12.8867 -11.4616
H60 24.2067 -7.4494 -11.1794
O8 31.3182 -13.7083 -3.5157
H61 30.3351 -13.3005 -1.7090
H62 25.6866 -15.9858 -11.2864
H63 22.4626 -11.1672 -10.7045
C27 27.9356 -8.5519 -4.7316
H64 29.8872 -8.3858 -6.5004
O9 22.6551 -16.0206 -5.5263
H65 28.2474 -19.9323 -10.1521
H66 29.7759 -10.3935 -13.0232
H67 21.7454 -14.2156 -10.2950
H68 28.2458 -9.7561 -11.0994
C28 26.7276 -10.5508 -8.4856
H69 28.9284 -11.8958 -12.9348
H70 31.0007 -9.0497 -11.8524
H71 30.9559 -13.1960 -6.1953
H72 26.0406 -10.1055 -9.2052
O10 26.0334 -8.3902 -11.2527
H73 25.3664 -8.7780 -13.1489

(3)
DFT (ωB97M-V with the def2-TZVPD basis set) results for a single C16H17FN2O2 molecule.

The strongest force on any atom comes out at 1.0 eV/A. As for the SMILES: O=C(c1cccc(F)c1)N1CCN(Cc2ccco2)CC1. Its net charge is 0. As for the highest occupied orbital energy: -8.69 eV. Its lowest unoccupied orbital energy is 0.748 eV. The energy relative to the best compared isomer or geometry (same formula, charge and spin) is 32.24 kcal per mole. The HOMO-LUMO gap is 9.4 eV.

Geometry (Å):
N1 1.3916 -0.7093 0.6246
C1 -0.6584 -4.2613 -2.3387
H1 0.1978 1.8438 -1.1167
C2 -0.8754 -2.5781 -0.6126
H2 -1.4751 2.2985 2.1602
H3 -0.9082 0.4669 -0.9021
H4 0.7977 1.9114 2.5649
H5 -0.2458 6.3032 -1.1560
C3 1.0148 1.5010 1.5784
C4 1.0381 -1.9886 0.8753
H6 1.0503 -0.7328 -1.4314
O1 1.1850 -2.5121 1.9627
C5 -0.0025 0.9413 -0.5139
C6 1.2312 -3.6836 -0.9706
C7 -0.9702 4.2774 -0.5623
H7 2.1124 0.5511 -0.8312
F1 -2.7083 -3.1634 -1.9651
C8 0.4639 -2.7496 -0.2857
O2 -0.1790 4.4328 1.5085
C9 1.7538 0.1613 1.7247
H8 -1.1148 -4.8337 -3.1306
C10 -0.3392 5.5374 -0.4136
C11 -0.8502 3.6429 0.6406
H9 0.6549 6.3214 1.4157
H10 2.8384 0.3207 1.7393
H11 1.6449 2.2306 1.0416
H12 2.2658 -3.8227 -0.6968
C12 -1.4105 -3.3375 -1.6357
H13 -2.1467 1.9600 0.5483
C13 1.1987 -0.0171 -0.6228
C14 0.6714 -4.4306 -1.9934
N2 -0.2346 1.2531 0.8845
C15 -1.2508 2.2717 1.0905
H14 1.4646 -0.3540 2.6427
H15 -1.4602 3.9038 -1.4386
H16 1.2728 -5.1525 -2.5246
C16 0.1216 5.5728 0.8643
H17 -1.4935 -1.8761 -0.0750

(4)
DFT (ωB97M-V with the def2-TZVPD basis set) results for a molecular structure, C35H40N4OP2PdSSi in a non-equilibrium geometry.

The strongest force on any atom comes out at 1.2 eV/A. Its net charge is 0. As for the highest occupied orbital energy: -7.52 eV. Its lowest unoccupied orbital energy is -0.743 eV. The energy relative to the best compared isomer or geometry (same formula, charge and spin) is 61.15 kcal per mole. The HOMO-LUMO gap is 6.8 eV.

Geometry (Å):
C1 0.9546 -2.8281 0.7302
H1 5.0011 -0.4045 3.2106
H2 1.7780 2.4487 0.6895
H3 -0.7121 -1.7542 -5.3697
H4 -2.7383 3.8190 -0.9217
C2 2.3744 0.1760 -4.9192
H5 1.3661 -3.5829 -4.2711
H6 2.9816 2.3802 -3.7033
C3 0.5812 2.9573 2.3939
H7 -0.6121 -2.3208 4.2129
C4 -4.1899 3.8789 2.1309
Pd1 -0.2507 -0.5921 -1.9785
C5 -4.2356 -1.9891 -0.9455
H8 -2.0633 -0.9079 1.4135
H9 -0.4716 2.9352 2.6837
H10 -0.9793 -3.8954 -0.9813
C6 -2.2047 -0.1054 -0.5889
H11 2.4717 2.2262 3.1477
H12 -5.0356 -2.7069 -1.0679
C7 1.4092 2.1542 3.3825
H13 -1.1405 2.3263 4.7166
N1 4.7833 0.9724 -5.3087
C8 0.6899 -3.9262 1.5360
H14 -2.2447 -1.5715 -4.4976
H15 -3.8336 -2.5631 1.0922
H16 1.3980 -2.9757 -0.2499
C9 -1.3930 -3.7988 -1.9832
H17 0.9235 -4.9218 1.1833
C10 -2.6593 2.0368 1.9513
H18 -2.4513 -3.5719 -1.8995
H19 -1.7303 -3.1729 -5.0309
S1 1.2250 2.6850 5.1000
N2 1.2622 -1.6552 -6.3322
C11 0.1207 -3.7483 2.7881
C12 0.6687 -1.5415 1.1685
H20 3.2745 1.2644 -1.0969
C13 -0.1710 -2.4661 3.2358
P1 1.1335 -0.1381 0.0804
H21 2.0011 -2.3220 -3.2511
P2 -1.2257 1.4531 -0.4478
H22 1.1545 1.0964 3.3334
H23 -4.9001 4.4509 2.7117
H24 -0.7107 2.3224 6.4235
H25 -4.3933 -1.2389 -2.9400
C14 0.7200 2.4762 0.9558
Si1 -0.4796 -2.5900 -3.0591
C15 3.7146 0.5691 -5.1523
C16 1.6017 0.8783 -3.9838
H26 -2.6322 0.4756 -2.6217
H27 -0.1171 -0.3723 2.7762
H28 1.4611 2.5902 -2.9440
H29 -0.3675 0.8939 5.4380
C17 2.8151 0.1781 0.6961
C18 -1.3808 -2.2134 -4.6380
C19 -3.5592 -1.9053 0.2786
H30 -3.7969 2.4755 3.7083
N3 2.1526 1.9566 -3.3121
O1 0.4052 0.5968 -3.7187
C20 4.9432 1.2342 0.2508
C21 -3.5684 2.7681 2.6925
C22 5.4274 0.7640 1.4627
C23 -2.3519 2.4081 0.6429
C24 1.2813 -3.1378 -3.2773
C25 -3.8778 -1.1729 -1.9923
C26 4.6199 -0.0187 2.2762
H31 0.2690 3.2187 0.2866
H32 -4.3723 5.1179 0.3932
H33 5.5756 1.8177 -0.4029
C27 0.1104 -1.3728 2.4322
C28 -3.8950 4.2532 0.8319
C29 3.3213 -0.3157 1.8948
H34 1.5538 -3.8692 -2.5174
H35 -1.2882 -4.7625 -2.4924
C30 -2.5606 -0.9799 0.4580
C31 -2.8536 -0.2306 -1.8234
N4 0.0967 1.1444 0.6940
C32 1.7705 -0.8291 -5.7089
C33 -0.4002 1.9835 5.4376
H36 -2.1687 1.1792 2.3948
C34 -2.9755 3.5192 0.0917
H37 2.7143 -0.9383 2.5389
H38 6.4400 0.9930 1.7656
C35 3.6469 0.9325 -0.1340
H39 -0.0954 -4.6033 3.4142
H40 0.8938 4.0036 2.4351

(5)
DFT (ωB97M-V with the def2-TZVPD basis set) results for a single C10H11BO2S molecule in a non-equilibrium geometry.

The strongest force on any atom comes out at 4.2 eV/A. As for the SMILES: OB(O)[C@]1(c2ccccc2)CC=CS1. Its net charge is 0. As for the highest occupied orbital energy: -7.65 eV. Its lowest unoccupied orbital energy is 0.183 eV. The energy relative to the best compared isomer or geometry (same formula, charge and spin) is 0.00 kcal per mole. The HOMO-LUMO gap is 7.8 eV.

Geometry (Å):
H1 2.1714 0.3372 0.9673
C1 0.0148 0.7239 0.4697
C2 -1.6656 -2.0376 -2.3035
H2 0.6297 4.1831 0.8132
H3 -3.4477 -0.8062 -2.2517
C3 -1.7661 0.0230 -0.9787
C4 0.8524 3.1643 0.6863
H4 -1.9622 -2.8208 -3.0008
H5 -0.0988 0.8033 3.9292
C5 1.8510 2.2917 0.7263
C6 -0.3057 -2.2279 -1.9113
O1 -0.1827 1.1037 3.0228
H6 -1.0246 -1.3045 3.0275
H7 1.2388 -1.3656 -0.6253
H8 1.8125 0.5217 -0.6834
O2 -0.5484 -1.0418 2.1747
H9 2.8771 2.6876 0.9687
B1 -0.3181 0.2771 2.0211
H10 0.4547 -2.9536 -2.2330
S1 -0.6732 2.3768 0.2200
C7 1.5010 0.8594 0.3260
C8 -2.3622 -0.9499 -1.8106
C9 0.2692 -1.3639 -1.0580
H11 -2.4105 0.8147 -0.7274
C10 -0.4827 -0.2407 -0.5757